The following is a quantum chemistry calculation of 11 unconnected molecules or ions with the total composition C39H71Br20F3IN4O3 in a non-equilibrium geometry, from the Open Molecules 2025 dataset.

```
141
Properties=species:S:1:pos:R:3:forces:R:3
C 0.9905 -3.2188 1.9647 -0.485 -0.192 -0.070
O -0.1311 -2.6662 1.2602 0.571 0.378 0.189
C 0.2385 -1.6237 0.3903 -0.517 -0.474 -0.810
C -0.9021 -0.6021 0.2531 0.727 0.466 0.093
C -0.6747 0.6324 1.1715 0.202 -0.611 -0.456
N -0.9869 1.8848 0.4311 0.573 -0.050 0.419
C 0.1736 2.6520 -0.0304 0.899 -0.263 0.273
C 1.0902 1.8493 -0.9973 0.526 0.414 0.384
C 2.0932 2.8499 -1.5323 -1.094 -1.986 -0.151
F 2.1111 3.0616 -2.8398 -0.678 0.946 -0.726
C 2.8735 3.5051 -0.7208 0.042 0.240 -0.516
F 3.2756 4.7135 -0.9120 1.370 1.123 -0.364
F 3.3112 2.9763 0.3782 -0.060 -0.022 1.794
C -2.2032 2.2150 0.1902 -1.307 0.314 0.007
N -3.2230 1.4053 0.6569 -0.568 1.447 0.269
C -3.5012 1.6038 2.1116 0.274 -1.123 0.355
C -4.4847 1.6149 -0.0771 -0.330 -0.196 -0.908
C -4.2178 1.8394 -1.5747 0.169 -0.572 0.288
C -3.5971 0.5978 -2.2907 -0.065 -0.188 0.581
C -4.6812 -0.0773 -3.1384 0.309 -0.730 0.261
O -4.7561 0.2298 -4.2843 -0.344 0.931 -1.581
N -5.5817 -1.0359 -2.6232 0.861 0.209 1.184
C -6.9243 -0.4905 -2.3807 0.444 -0.202 -0.716
C -5.0659 -1.7742 -1.4713 -0.677 -0.144 0.326
C -3.3796 3.1239 -1.6985 -0.954 0.672 -0.505
N -2.5114 3.3916 -0.5290 0.644 -0.419 -0.050
C -2.9975 4.4782 0.3344 0.732 1.127 -0.653
C -2.0407 4.8026 1.5113 -0.396 0.021 -1.761
O -2.2730 4.3948 2.5748 -0.252 -0.752 2.290
I -0.3041 6.0441 1.2547 -0.138 0.101 -0.333
H 0.8397 -4.3026 2.0030 0.065 0.165 0.206
H 0.9972 -2.7930 2.9763 0.231 -0.195 -0.105
H 1.9519 -3.0257 1.4720 -0.441 -0.006 0.041
H 1.1974 -1.1633 0.6755 -0.285 0.111 0.180
H 0.4114 -2.0379 -0.6216 0.014 -0.056 0.236
H -1.8820 -1.0580 0.4005 0.193 -0.092 0.091
H -0.8605 -0.2435 -0.7830 -0.152 -0.005 0.159
H -1.1959 0.5808 2.1268 -0.116 0.057 -0.238
H 0.3905 0.6675 1.4077 -0.144 0.247 -0.021
H -0.0767 3.6298 -0.4284 -0.459 -0.318 -0.180
H 0.7834 2.8355 0.8639 -0.205 0.100 -0.079
H 1.6583 1.1349 -0.3921 -0.340 -0.393 -0.369
H 0.5384 1.3696 -1.8065 0.196 -0.024 0.042
H -2.6123 1.8652 2.6796 0.001 0.090 -0.289
H -4.2612 2.3631 2.3194 0.097 -0.045 -0.310
H -3.8288 0.6422 2.5052 -0.197 0.183 -0.069
H -5.0807 2.4685 0.2820 0.330 -0.071 0.223
H -5.1038 0.7265 0.0795 0.125 0.137 0.033
H -5.1953 2.0232 -2.0350 0.203 0.192 0.005
H -3.1580 -0.1159 -1.5832 -0.046 0.297 0.010
H -2.8069 0.9423 -2.9623 -0.197 -0.208 -0.104
H -7.3677 -0.2134 -3.3412 0.042 0.127 0.199
H -7.5670 -1.2428 -1.9326 0.299 -0.170 -0.054
H -6.8905 0.3773 -1.7052 -0.024 -0.133 -0.082
H -4.0906 -2.2283 -1.6688 -0.139 0.116 -0.084
H -5.7724 -2.5868 -1.2356 0.593 0.557 -0.677
H -5.0061 -1.1687 -0.5452 0.118 -0.133 -0.197
H -4.1091 3.9546 -1.7603 0.639 -0.449 0.171
H -2.8229 3.1761 -2.6422 0.202 -0.281 0.311
H -4.0214 4.3543 0.7080 0.288 -0.197 0.309
H -2.9961 5.3843 -0.2832 -0.159 -0.245 -0.045
Br -7.1758 8.8517 -2.6071 0.077 -0.037 0.078
C -5.3952 8.1064 -2.8326 -0.265 0.196 -0.105
C -5.4471 6.6208 -3.0703 0.270 -0.077 -0.001
Br -5.7988 5.6469 -1.4151 -0.508 0.310 -0.011
H -4.8250 8.3760 -1.9484 0.018 -0.070 -0.027
H -4.9781 8.6143 -3.7001 0.030 -0.092 -0.011
H -4.4826 6.2537 -3.4191 -0.009 0.037 0.008
H -6.2186 6.3281 -3.7758 -0.028 0.048 0.057
Br 7.0737 2.3274 -4.9869 -0.058 0.016 -0.004
C 5.7387 2.7213 -3.6259 0.200 0.117 -0.079
C 5.8960 1.8304 -2.4234 -0.234 -0.105 0.057
Br 5.2074 0.0399 -2.7617 0.022 0.014 0.042
H 4.7661 2.6279 -4.1007 0.010 -0.060 0.055
H 5.9105 3.7603 -3.3556 -0.012 0.012 0.071
H 5.3064 2.2088 -1.5899 0.025 0.036 -0.027
H 6.9290 1.7163 -2.1090 -0.009 0.036 -0.058
Br -3.0243 0.6364 5.0860 0.110 -0.088 0.466
C -2.8659 2.4306 5.8335 0.135 -0.164 0.105
C -4.1590 2.8790 6.4582 -0.096 0.237 -0.095
Br -5.4563 3.4053 5.1036 -0.010 -0.080 0.019
H -2.5358 3.0819 5.0283 -0.074 0.032 0.030
H -2.0808 2.3589 6.5838 -0.054 0.001 0.019
H -4.0012 3.7687 7.0646 0.052 -0.020 -0.027
H -4.6286 2.1095 7.0634 0.051 -0.019 -0.039
Br 6.5837 6.5252 -3.0828 0.009 0.086 0.010
C 7.9345 6.5224 -4.4882 -0.172 -0.221 -0.071
C 9.2366 5.9459 -4.0011 0.236 0.185 -0.003
Br 10.2050 7.2128 -2.8855 -0.051 -0.075 0.038
H 8.0255 7.5462 -4.8379 0.053 -0.016 0.064
H 7.5183 5.9052 -5.2826 0.042 -0.028 0.031
H 9.8981 5.7387 -4.8399 -0.073 0.002 -0.028
H 9.1067 5.0420 -3.4136 -0.066 0.014 -0.048
Br 4.4394 -2.9193 2.2770 -0.015 0.003 -0.007
C 4.8841 -4.4045 3.4525 0.222 0.198 0.047
C 5.1729 -5.6487 2.6603 -0.181 -0.227 0.084
Br 3.5228 -6.4454 1.9969 0.079 0.009 -0.089
H 4.0521 -4.5211 4.1407 -0.003 -0.072 -0.063
H 5.7663 -4.0829 4.0051 0.025 -0.003 -0.074
H 5.6327 -6.4067 3.2914 -0.007 0.058 0.035
H 5.8067 -5.4688 1.7965 -0.012 0.070 0.043
Br 7.5092 -1.6330 3.3737 0.236 0.027 0.120
C 9.2010 -2.5519 3.0705 -0.182 0.143 -0.170
C 8.9839 -4.0198 2.8023 0.201 -0.151 0.185
Br 8.5917 -4.9879 4.4478 -0.094 -0.014 -0.046
H 9.8247 -2.3624 3.9388 0.007 -0.104 -0.021
H 9.6389 -2.0619 2.2020 -0.072 -0.067 0.072
H 9.8907 -4.4781 2.4116 -0.040 0.062 0.065
H 8.1622 -4.2134 2.1179 -0.002 0.118 0.012
Br -6.5667 -3.6536 0.5617 -0.312 -0.490 0.631
C -6.7459 -5.4415 1.3205 0.133 0.113 0.158
C -6.4868 -6.5026 0.2850 -0.237 -0.173 -0.088
Br -8.0017 -6.7103 -0.9176 0.085 0.055 -0.024
H -7.7395 -5.5034 1.7546 0.001 -0.045 -0.080
H -6.0023 -5.4907 2.1140 0.011 -0.014 -0.046
H -6.3620 -7.4740 0.7594 0.012 0.055 0.057
H -5.6196 -6.2898 -0.3332 0.000 0.044 0.063
Br -9.4555 0.3463 -1.1663 -0.809 0.226 0.327
C -10.8254 -0.4560 -0.0363 0.074 0.258 0.109
C -10.3421 -1.7454 0.5728 -0.166 -0.249 -0.079
Br -10.3573 -3.1959 -0.7233 0.110 0.053 0.028
H -11.7103 -0.5809 -0.6529 0.038 -0.070 0.014
H -11.0280 0.2815 0.7382 0.013 -0.044 0.010
H -11.0118 -2.0647 1.3692 -0.017 0.070 -0.017
H -9.3284 -1.6798 0.9594 -0.023 0.051 -0.025
Br -1.2158 -5.1695 -0.9957 0.014 0.017 0.047
C 0.6817 -5.6083 -1.0386 -0.139 0.097 -0.192
C 0.9078 -7.0967 -1.0824 0.197 -0.092 0.193
Br 0.6270 -7.9174 0.6604 -0.149 -0.004 -0.086
H 1.1344 -5.1369 -0.1706 0.020 -0.082 0.000
H 1.0618 -5.1391 -1.9443 0.017 -0.064 0.002
H 1.9437 -7.3154 -1.3357 -0.008 0.068 0.005
H 0.2513 -7.6073 -1.7803 -0.020 0.081 0.006
Br 11.6696 -3.1551 0.7331 0.209 0.042 -0.076
C 13.3598 -4.0749 0.4336 -0.046 0.136 -0.225
C 13.1425 -5.5399 0.1676 0.143 -0.200 0.194
Br 12.7389 -6.5058 1.8086 -0.106 0.040 -0.056
H 13.9800 -3.8845 1.3041 -0.039 -0.079 0.006
H 13.8010 -3.5889 -0.4345 -0.029 -0.041 -0.007
H 14.0514 -5.9964 -0.2194 0.008 0.067 0.006
H 12.3236 -5.7294 -0.5198 0.019 0.074 0.004
```
Forces are in eV/Å.

HOMO-LUMO gap, eV: 8.164
Total energy, eV: -1470791.8979
HOMO energy, eV: -10.95
LUMO, hartree: -0.1023
Charge: +1
Molecular weight, g/mol: 2426.000

=====

The following is a quantum chemistry calculation of a molecular structure, C39H73CrF15N4O11 in a non-equilibrium geometry, from the Open Molecules 2025 dataset.

```
143
Properties=species:S:1:pos:R:3:forces:R:3
Cr -15.6977 -4.8589 15.0417 0.194 -0.410 -0.792
C -21.2617 -1.6907 16.4979 0.169 0.457 0.265
C -20.2953 -2.7305 15.9332 -0.348 0.860 -1.342
C -20.2125 -4.0480 16.6393 -0.889 0.432 0.938
O -21.4254 -4.6961 16.3025 0.853 -1.016 0.905
C -21.4428 -5.9877 16.9137 -1.240 -0.062 -0.428
N -20.8466 -3.1014 14.5091 -0.478 1.427 -0.581
H -21.8404 -3.4172 14.5839 0.989 0.334 0.010
H -20.7644 -2.2934 13.8428 -0.300 -0.538 1.036
H -20.3362 -3.8249 14.0229 0.505 -0.773 0.221
H -20.7774 -1.2286 17.3648 -0.111 -0.255 0.065
H -22.2275 -2.1132 16.8229 0.402 0.100 -0.261
H -21.4210 -0.8206 15.8251 0.021 -0.732 0.105
H -19.3088 -2.2928 15.7464 -0.161 -0.181 0.104
H -20.1734 -3.9388 17.7566 0.256 0.177 -0.886
H -19.3723 -4.6113 16.2863 0.778 -0.475 -0.116
H -21.3112 -5.9907 17.9939 -0.456 0.668 0.368
H -20.6789 -6.6920 16.6111 0.389 0.106 -0.949
H -22.4346 -6.3212 16.6148 0.125 -0.660 0.461
C -9.4611 -3.6555 10.1648 1.021 1.496 -0.023
C -8.3827 -4.2948 11.0004 -0.084 -1.570 0.330
N -8.7933 -4.5600 12.3912 0.854 0.159 2.594
C -7.9723 -4.6695 13.5761 -0.449 0.132 -1.978
C -8.7745 -4.9509 14.6260 0.225 0.477 -0.090
N -10.0613 -4.9886 14.1338 0.080 0.245 -0.823
C -10.0346 -4.7702 12.8030 -0.108 -0.007 0.123
C -11.2511 -5.3023 14.9091 -0.455 -0.742 0.948
H -9.8498 -2.7298 10.6209 0.306 -0.151 -0.282
H -10.2939 -4.3112 10.0400 -0.456 -0.508 -0.498
H -8.9251 -3.4267 9.2128 -0.996 -0.100 0.441
H -7.4273 -3.7436 11.0107 -0.519 -0.361 0.002
H -8.2955 -5.3167 10.5743 0.825 0.647 0.057
H -6.9099 -4.5759 13.4852 0.181 0.079 0.124
H -8.5054 -5.0669 15.6835 -0.522 -0.244 -0.534
H -10.8466 -4.7852 12.0785 -0.133 -0.042 0.832
H -11.7931 -6.0509 14.3211 -0.045 0.180 0.309
H -11.9027 -4.4490 15.0963 0.166 0.216 -0.363
H -10.9308 -5.7051 15.9215 0.002 0.017 -1.010
C -20.4428 -4.5658 21.4322 -0.228 0.016 0.205
C -19.1975 -5.4335 21.6089 -0.131 0.891 1.083
C -19.1357 -6.4675 20.5035 0.406 0.737 -0.111
N -17.8145 -7.1688 20.3724 -0.962 -0.289 1.510
C -17.5863 -7.9294 21.7571 0.437 -0.614 -1.432
C -16.3723 -8.8569 21.6754 -0.458 -1.088 -0.809
C -16.6859 -9.9126 20.5644 0.972 0.468 0.599
C -16.7912 -9.2214 19.2152 -1.469 0.074 -0.287
C -17.8815 -8.1199 19.1759 0.532 0.414 -0.418
C -16.7114 -6.1925 20.0702 0.723 -1.115 -0.248
H -20.4043 -3.8368 22.2608 -0.332 0.004 -0.684
H -21.3655 -5.1567 21.5558 0.268 0.233 -0.164
H -20.4450 -4.0804 20.4350 -0.118 -0.032 0.682
H -19.2900 -5.8528 22.6377 0.265 -0.180 -0.820
H -18.3640 -4.6981 21.6858 -0.110 -0.852 -0.502
H -19.3421 -5.9877 19.5348 0.198 -0.093 0.160
H -19.9222 -7.1883 20.6789 -0.033 -0.457 -0.051
H -18.5337 -8.4936 21.9797 0.944 0.565 -0.363
H -17.3859 -7.2151 22.5153 -0.290 1.054 0.439
H -16.1969 -9.3526 22.6391 -0.448 0.113 -0.110
H -15.3966 -8.3748 21.4808 -0.639 0.235 -0.141
H -17.5754 -10.4787 20.8245 -0.229 -0.012 0.023
H -15.8539 -10.6146 20.5249 -0.071 -0.145 -0.061
H -17.0770 -9.9143 18.4100 0.155 0.069 0.274
H -15.8272 -8.8452 18.9546 0.719 0.459 -0.268
H -18.8679 -8.5650 19.0745 -0.181 -0.100 0.691
H -17.8367 -7.4326 18.2971 0.338 -0.608 0.482
H -15.9224 -6.9097 19.8470 0.511 0.696 -0.265
H -16.3572 -5.5654 20.8868 -0.568 -0.185 0.235
H -16.9379 -5.5957 19.1789 -0.144 -0.167 0.154
C -14.9188 -3.4433 17.5974 0.120 -2.007 1.409
O -16.3299 -3.4410 17.9320 1.417 1.130 -0.404
O -14.6674 -4.0603 16.4514 -0.823 -0.809 -1.483
C -14.1459 -2.1150 17.6458 -0.580 1.040 -0.631
F -13.0349 -2.2972 16.9439 0.447 0.302 0.248
F -14.7870 -1.0428 17.1375 -0.338 -0.184 -0.610
F -13.8300 -1.7154 18.8820 0.517 -0.503 0.630
C -16.5423 -2.6582 19.0876 -1.296 0.492 0.058
C -18.0304 -2.4390 19.2134 0.732 0.290 0.082
H -18.1500 -1.5501 19.8175 -0.474 -0.086 0.657
H -18.3491 -2.1333 18.2351 -0.650 -0.277 -0.592
H -18.4923 -3.3307 19.6243 -0.570 0.122 -0.153
H -16.1391 -1.6361 19.0703 0.545 -0.623 -0.265
H -16.2330 -3.1935 19.9718 0.779 -0.086 0.481
H -14.4255 -4.0283 18.4400 -0.237 0.417 -0.322
C -9.5782 -6.3017 18.2960 -0.437 -0.452 -0.222
O -9.9175 -4.8887 18.5554 0.674 -0.869 -0.122
O -9.8690 -6.6888 17.0892 -0.588 0.215 -0.271
C -8.0485 -6.4778 18.4323 0.839 -0.931 1.242
F -7.3201 -5.9146 17.4434 -0.301 1.038 0.501
F -7.5397 -6.1293 19.6701 -0.230 0.784 -0.842
F -7.6842 -7.7645 18.3456 -0.526 -0.866 -0.047
C -10.6020 -4.6370 19.7341 -1.115 0.978 0.361
C -9.8080 -4.1261 20.9205 0.376 -0.314 -0.715
H -9.2520 -4.9476 21.3105 0.247 -0.804 0.773
H -8.9937 -3.4775 20.5815 -0.608 0.671 0.238
H -10.5323 -3.7511 21.6582 0.646 0.283 -0.094
H -11.2291 -5.4595 20.1287 0.248 -0.280 -0.585
H -11.3100 -3.8626 19.4475 -0.339 0.321 0.098
H -10.1362 -6.8690 19.1317 0.972 0.344 -0.478
C -16.4580 -2.4126 13.7041 -1.062 0.646 -0.428
O -15.1382 -2.2155 13.8524 2.452 0.318 0.623
O -16.8795 -3.4922 14.4228 -0.151 0.474 0.317
C -17.1741 -1.0699 14.2059 0.147 -1.709 2.918
F -18.4180 -0.7930 13.7252 0.732 0.103 -0.529
F -17.4195 -1.2532 15.5848 0.239 0.565 -1.214
F -16.3430 -0.0457 14.1186 -0.930 0.422 -0.487
C -14.1674 -1.6434 12.9263 -0.427 -0.412 1.445
C -12.7945 -1.7111 13.5935 -0.132 1.528 -0.223
H -12.8192 -0.9819 14.4414 0.022 -1.202 -0.120
H -12.3743 -2.6953 13.8182 -0.404 0.264 0.098
H -12.1457 -1.1541 12.9008 0.198 -0.481 -0.097
H -14.3487 -0.5832 12.8316 -0.440 0.320 -0.374
H -14.2055 -2.1236 11.9597 -0.130 -0.345 -0.316
H -16.7189 -2.5104 12.6572 -0.307 -0.054 -0.889
C -16.3975 -7.2476 16.0767 1.228 -2.202 -0.013
O -15.1506 -6.9103 15.4518 -0.034 0.618 -0.659
O -17.1527 -6.2041 16.0239 -1.025 1.959 -0.523
C -16.9946 -8.6000 15.3357 -0.872 3.623 0.569
F -16.1363 -9.5736 15.2710 0.119 -1.121 0.388
F -18.1239 -8.9188 16.1085 1.134 -0.477 -1.083
F -17.4092 -8.3402 14.0593 0.068 -0.437 1.233
C -13.9463 -7.4786 15.9859 0.276 0.247 -0.240
C -13.6515 -7.0516 17.4039 0.503 0.216 -0.219
H -14.5016 -7.1877 18.0472 -0.389 0.095 0.449
H -12.8354 -7.6534 17.8085 0.124 0.160 -0.124
H -13.3521 -5.9953 17.3680 -0.110 -0.290 0.350
H -13.1586 -7.0392 15.3735 -0.126 -0.564 -0.182
H -14.0363 -8.5502 15.8324 0.369 -0.121 0.100
H -16.0724 -7.5437 17.1001 -0.647 -0.518 -0.215
C -15.0204 -5.0751 12.3990 0.703 0.257 0.537
O -16.2487 -5.6146 12.8819 -0.126 -0.888 -0.315
O -14.3571 -4.7779 13.5294 0.092 0.236 0.817
C -14.1263 -6.1655 11.6546 -1.020 -1.597 1.317
F -14.6056 -6.6650 10.5144 -0.516 0.580 -0.583
F -12.8654 -5.8231 11.4336 0.502 1.111 -0.272
F -14.0364 -7.2474 12.4762 -0.219 0.323 0.144
C -17.4387 -5.5056 12.1124 0.090 0.150 -0.441
C -18.6348 -5.6116 13.0356 0.454 -1.433 -0.822
H -19.4750 -5.5258 12.3362 -0.350 0.025 0.544
H -18.5891 -6.6148 13.4905 -0.501 0.594 -0.006
H -18.5485 -4.8494 13.7897 -0.187 0.342 0.303
H -17.4665 -6.3123 11.3270 0.069 0.893 0.598
H -17.4900 -4.4941 11.6742 0.319 -0.366 -0.354
H -15.2478 -4.1817 11.7568 0.169 -0.660 -0.049
```
Forces are in eV/Å.

HOMO-LUMO gap, eV: 6.117
Total energy, eV: -139285.5862
⟨S²⟩: 3.773
HOMO energy, eV: -8.43
LUMO, hartree: -0.0852
Charge: +1
Molecular weight, g/mol: 1110.996
2S+1: 4